1.
48
Properties=species:S:1:pos:R:3:forces:R:3:mulliken_spin:R:1 method="wB97M-V/def2-TZVPD" largest_force_ev_per_a=1.38 spin_multiplicity=2 charge=-1 lumo_ev="1.57 / 1.10"
H 4.3722 -1.9114 -3.0251 0.0 0.0 0.0 0.000
C -1.4879 -1.6355 -5.8110 0.1 0.0 0.0 0.001
H 0.3111 -4.0392 -1.3115 0.0 0.0 0.0 0.000
H 4.0411 -4.3473 -3.4660 0.0 0.0 0.0 0.000
H -4.9087 0.7851 -0.7091 0.0 0.0 0.0 0.000
H -2.1234 -1.4176 -6.6753 0.0 0.0 0.0 0.000
H 1.9705 -5.4612 -2.5938 0.0 0.0 0.0 0.000
H -0.9887 -3.5982 -6.6264 0.0 0.0 0.0 0.000
O 0.5290 -1.7049 -0.8732 -0.2 -0.8 -0.4 0.021
Se 1.9323 1.6237 1.3677 0.3 -0.4 0.6 0.285
H 2.5855 -0.6603 -1.7337 0.1 0.0 0.0 0.011
H -4.8914 -2.5061 -1.0441 0.0 0.0 0.1 0.003
H -5.9585 -1.2067 -2.7925 0.0 0.0 0.0 -0.001
H -0.5194 -1.1687 -6.0207 0.0 0.0 0.0 0.001
Te 4.0759 2.9144 1.3302 -0.1 0.0 -0.3 0.107
H -6.4195 0.8947 -1.6018 0.0 0.0 0.0 0.000
H -2.5372 1.0770 -2.2106 0.0 0.0 0.0 0.003
C -3.0810 -1.3516 -0.8080 0.0 -0.1 0.4 0.048
Se 0.7805 1.5990 -1.7192 -0.3 -0.4 0.3 0.577
Ti 0.3238 0.0400 -0.0345 0.7 1.2 0.0 -0.159
C -5.1352 -0.7456 -2.2367 0.0 0.0 0.0 -0.001
H -0.5686 -3.3984 -4.9276 0.0 0.0 0.0 0.000
H -2.2490 -3.6226 -5.3923 0.0 0.0 0.0 0.000
C -4.2546 -1.8484 -1.6498 0.0 0.0 -0.2 0.012
N -1.0556 0.1435 1.4843 0.0 -0.1 -0.2 0.000
H -2.5068 -2.2135 -0.4514 0.0 0.0 0.0 0.001
C -5.6967 0.1944 -1.1781 -0.1 0.0 0.1 0.000
C 2.5515 -1.7175 -1.9561 0.1 -0.3 -0.2 -0.020
C -1.3104 -3.1439 -5.6871 0.0 -0.1 0.0 0.000
H -1.2415 -2.2469 -3.0085 0.0 0.0 0.0 -0.002
C 3.4980 -2.4392 -2.6736 -0.2 0.4 0.2 0.004
C 2.1576 -4.4105 -2.4310 0.0 0.2 0.1 0.002
C 1.2352 -3.6746 -1.7322 0.1 0.1 -0.1 -0.005
C -2.0839 -0.9926 -4.5581 -0.1 0.1 0.0 -0.002
N 1.4521 -2.3574 -1.5227 -0.1 0.2 0.3 0.004
H -3.0909 -1.3964 -4.4029 0.0 0.0 0.0 0.001
C -1.2406 -1.1910 -3.3022 0.2 0.0 -0.1 0.020
H -6.2007 -0.3620 -0.3824 0.0 0.0 0.0 0.000
C -1.3438 -0.8584 2.0311 -0.3 -0.7 0.4 -0.002
C 3.3053 -3.7820 -2.9100 0.1 -0.2 -0.1 -0.006
Se 2.4268 -0.6838 1.4054 -0.4 0.4 -0.2 0.020
H -2.2202 0.0784 -4.7378 0.0 0.0 0.0 -0.008
H -4.5653 -0.1591 -2.9630 0.0 0.0 0.0 -0.001
H -3.4341 -0.8579 0.1005 0.0 0.0 0.0 -0.005
Ge -1.7585 -0.1599 -1.6825 -0.1 0.0 -0.4 0.090
H -3.8794 -2.4753 -2.4670 0.0 0.0 0.0 -0.001
Se -1.7777 -2.4106 2.8030 0.1 0.6 -0.2 0.006
H -0.2012 -0.9176 -3.5208 0.0 0.0 0.0 -0.005


2.
42
Properties=species:S:1:pos:R:3:forces:R:3:nbo_charge:R:1 method="wB97M-V/def2-TZVPD" largest_force_ev_per_a=4.35 lumo_ev=0.81
O 0.3891 2.3270 2.6979 0.6 -0.5 -0.7 -0.524
O 0.2032 0.8858 0.1315 -0.6 0.9 0.9 -0.522
H 2.0502 1.7854 -0.1902 -0.2 -0.1 0.4 0.184
C -2.1317 -0.5521 -0.1886 0.7 0.0 0.7 -0.265
C 0.3166 -0.2591 -0.5743 1.1 -1.2 -1.2 0.729
H -1.8658 0.4610 -3.1862 0.0 0.4 0.4 0.222
H -0.9850 4.9897 1.7944 0.2 0.0 0.1 0.214
H 1.2727 4.3762 0.2962 -0.5 -0.1 0.3 0.216
C -1.9752 -1.6711 -3.0317 -2.6 -2.0 -0.4 0.032
H -0.9461 -0.2238 2.3545 -0.2 0.0 -0.5 0.209
H 1.9743 0.6476 1.2044 -0.3 0.4 -0.3 0.204
H 0.6536 5.3312 2.3359 0.1 0.5 0.3 0.204
H -4.1724 -2.2269 0.6141 -0.5 -0.2 -0.2 0.211
H -2.7860 -3.3340 0.5302 -0.6 0.0 0.2 0.213
H -0.8884 -0.4015 -4.3598 -0.2 0.1 0.1 0.221
H -2.1454 0.5128 0.0897 0.4 -0.4 -0.2 0.235
C -0.1508 3.5331 3.1743 -0.5 0.4 0.2 -0.067
H -3.1140 -3.5076 -2.7417 0.2 0.1 0.1 0.197
C 1.4258 1.4507 0.6645 0.8 -0.9 -0.2 -0.077
C -0.0240 4.5405 2.0623 -0.4 1.5 -0.1 -0.432
C 1.2530 2.6562 1.5730 -0.9 -1.1 0.5 0.075
N 1.4501 -0.7269 -0.9688 -1.3 -0.6 -0.2 -0.811
N -0.8825 -0.9083 -0.9125 0.1 1.9 0.5 -0.449
H 2.2232 -0.1317 -0.7518 0.3 0.2 0.1 0.341
C -2.3295 -1.3744 1.0773 2.0 1.2 3.7 0.011
H -0.2531 3.4468 0.2885 0.2 -0.3 -0.3 0.217
C -3.2654 -2.5249 1.1188 0.5 -0.5 -1.1 -0.643
H 0.3640 3.8796 4.0523 0.5 0.0 0.6 0.165
H 2.2410 2.9806 1.9551 -0.2 -0.4 -0.2 0.180
H -3.4937 -2.8774 2.1195 0.1 0.0 0.0 0.222
H -3.6152 -2.4610 -4.1925 0.2 0.1 0.5 0.196
C -0.9556 -1.9366 -1.9562 -0.4 0.0 0.5 -0.253
H -1.1961 3.4529 3.4569 -0.2 -0.7 0.0 0.183
C -2.9791 -2.5924 -3.3060 2.0 1.9 0.0 -0.416
C -1.8499 -0.4100 -3.8210 0.0 -0.2 -0.9 -0.656
H -1.2012 -2.8706 -1.4652 -0.1 -0.4 0.0 0.194
H -1.6501 -1.6773 3.1631 -0.5 0.2 -0.9 0.190
H -0.0077 -2.0972 -2.4509 0.5 0.4 0.3 0.254
C -1.6314 -1.0635 2.2385 -0.8 -0.5 -1.5 -0.407
H -2.6632 -0.2998 -4.5638 0.4 -0.1 0.4 0.217
H -2.9825 -0.6829 -0.8283 -0.3 -0.3 -0.7 0.212
C 0.5628 3.7971 0.9169 0.1 0.3 -1.5 -0.429


3.
45
Properties=species:S:1:pos:R:3:forces:R:3:nbo_charge:R:1 method="wB97M-V/def2-TZVPD" largest_force_ev_per_a=0.88 charge=+2 lumo_ev=-7.54
N -0.7394 -3.0031 1.4004 0.1 0.0 -0.2 -0.408
H -0.8912 -1.3482 -2.1648 0.0 0.0 0.0 0.219
C -0.6424 -3.4313 2.8201 -0.1 0.0 0.0 -0.416
H -3.1657 -3.3571 -0.9663 0.0 0.0 0.0 0.240
H 0.4762 -3.2098 -0.3452 0.0 0.0 0.0 0.217
C 4.7296 3.4925 -1.1256 0.0 0.0 0.0 -0.161
C 2.5383 4.4262 -1.6327 0.0 0.0 0.0 -0.222
C -3.5286 -1.0197 -0.1090 -0.1 0.0 -0.1 -0.428
C 0.7282 2.1858 0.4917 -0.1 0.1 -0.1 0.267
C 4.2153 2.5462 -0.2655 0.0 0.0 0.0 -0.211
C 2.0205 3.4704 -0.7640 0.0 0.0 0.0 0.157
C -2.2171 -3.0133 -0.5467 0.0 0.0 -0.2 -0.254
H -1.4301 -3.3494 -1.2195 0.0 0.0 0.0 0.224
H -3.5045 0.0663 -0.0549 0.0 0.0 0.0 0.218
H 0.4289 -4.6371 0.7200 0.0 0.0 0.0 0.222
H -1.3629 3.5399 -0.4390 0.0 0.0 0.0 0.228
H 1.9120 5.1420 -2.1464 0.0 0.0 0.0 0.245
H -0.3602 5.0017 -0.4617 0.0 0.0 0.0 0.247
H -2.8083 -3.3123 1.5081 0.0 0.0 0.0 0.227
H 4.8514 1.8418 0.2518 0.0 0.0 0.0 0.247
N 0.7074 3.2053 -0.3648 0.0 0.0 0.0 -0.319
C -0.4456 3.9782 -0.8211 0.0 0.0 0.0 -0.416
H 2.2347 1.0296 1.3037 0.0 0.0 0.0 0.459
C 2.8346 2.5590 -0.1010 0.0 0.0 0.0 0.104
H -0.4700 3.9692 -1.9085 0.0 0.0 0.0 0.241
H -2.6205 -1.4087 -2.5828 0.0 0.0 0.0 0.217
H 4.3642 5.1385 -2.4574 0.0 0.0 0.0 0.249
H -3.8095 -1.4157 0.8638 0.0 0.0 0.0 0.222
H -1.9297 0.0618 -1.8673 0.0 0.0 0.0 0.214
H 0.2794 -3.0504 3.2527 0.0 0.0 0.0 0.213
N -2.1898 -1.5279 -0.5095 -0.1 0.3 0.0 -0.454
H 5.7975 3.5307 -1.2890 0.0 0.0 0.0 0.249
H -1.9227 -4.6601 0.7942 0.0 0.0 0.0 0.238
H -4.2752 -1.3183 -0.8497 0.0 0.0 0.0 0.218
H -0.6239 -4.5224 2.8661 0.0 0.0 0.0 0.223
H 1.3484 -3.1886 1.1872 0.0 0.0 0.0 0.230
Pt -0.8494 -0.9404 1.0818 -0.3 -0.8 -0.1 0.435
C 0.4519 -3.5453 0.6867 0.0 0.0 0.1 -0.431
H -1.5010 -3.0614 3.3754 0.0 0.0 0.0 0.231
N 1.9796 1.7774 0.6701 0.0 -0.1 0.0 -0.492
C 3.9068 4.4153 -1.7968 0.0 0.0 0.0 -0.168
C -1.9962 -3.5694 0.8287 0.1 -0.1 0.1 -0.250
Se -0.8328 1.5159 1.3942 0.0 0.0 0.1 0.238
C -1.8870 -1.0253 -1.8692 0.1 0.1 0.1 -0.414
Te 0.1985 0.0217 3.1615 0.3 0.5 0.3 0.105


4.
46
Properties=species:S:1:pos:R:3:forces:R:3:nbo_charge:R:1 method="wB97M-V/def2-TZVPD" largest_force_ev_per_a=4.33 charge=+1 smiles="CNC(=O)[C@H](NC(=O)[C@@H](Cc1c[nH]c[nH+]1)NC(C)=O)C(C)C" lumo_ev=-2.61
C 1.4759 -0.7665 -0.8833 0.6 0.7 -0.4 -0.124
C 1.9821 -1.2659 0.4872 -0.5 -0.3 1.2 0.703
N -0.5352 0.4383 2.7988 -0.9 -0.4 2.1 -0.468
H 0.2832 0.2617 2.2039 0.1 -0.5 -0.1 0.505
H -0.8582 3.0424 1.4170 -0.1 0.0 0.2 0.263
H 0.6755 -3.9889 -2.1734 -0.2 0.9 0.4 0.232
C -1.5344 1.3784 2.5661 0.0 -0.5 1.2 0.160
C -1.4851 1.5852 -0.0106 0.5 0.3 0.7 -0.116
H 2.4589 -2.2865 -1.9905 0.8 -0.1 0.0 0.205
H 0.8418 -3.4515 -0.5010 0.0 -0.1 0.3 0.210
H -0.0316 -1.0598 -3.2397 0.5 -0.3 -0.3 0.217
C -1.6490 2.2819 1.3688 0.7 0.2 -0.2 -0.433
C 0.5583 -3.1120 -1.4889 0.6 0.4 -0.4 -0.616
H 2.2446 -0.0570 -1.2762 -0.7 -0.1 0.5 0.243
H 4.5319 -3.1708 1.6343 -0.5 0.1 -0.4 0.223
C -0.0185 1.0489 -0.1574 0.3 2.4 1.2 0.664
H -1.5225 3.9339 -3.4272 -0.2 0.2 0.1 0.238
H 1.6081 -0.5828 -3.6358 0.5 0.4 -0.4 0.215
C 3.7266 -2.4443 1.8024 -0.1 0.0 0.6 -0.419
C -0.7656 -0.1936 3.9912 -0.7 0.8 -0.7 0.257
H 4.1680 -1.6341 2.3396 0.4 0.5 0.7 0.204
H -2.1864 0.7798 0.0109 -0.5 -0.8 -0.6 0.217
O 0.9174 1.7005 0.3200 -0.7 -0.3 0.1 -0.657
H -2.3876 -0.0047 5.3687 0.2 0.0 0.1 0.458
O 1.2642 -1.1609 1.4936 0.3 0.2 -0.4 -0.713
H 1.1040 -2.2640 -3.9660 -0.1 0.1 -0.4 0.225
H 3.7759 -1.9667 -0.2085 0.0 0.1 -0.6 0.403
H -2.6215 2.7811 1.4569 0.2 -0.1 -0.3 0.242
H -3.2120 1.9416 3.8604 0.1 -0.3 0.2 0.250
H -0.4791 -2.7704 -1.4460 0.0 -0.4 -0.1 0.201
H -3.2439 3.7835 -2.8444 -0.4 0.9 0.4 0.226
C 1.0192 -1.4125 -3.3030 -0.8 -0.2 1.2 -0.607
N -1.8077 2.5115 -1.0853 0.7 0.4 3.5 -0.590
O -2.0129 0.9633 -2.7045 0.4 1.0 0.9 -0.657
N 0.1545 -0.0762 -0.7848 1.9 -2.4 -0.5 -0.578
H 2.9520 -2.8680 2.4424 0.0 -0.1 -0.3 0.222
H -0.6208 -0.5181 -1.2141 -0.8 -0.3 -0.4 0.429
H -2.7281 2.8133 -4.1516 0.3 0.2 -0.1 0.253
C 1.4628 -1.9039 -1.9147 -1.7 -0.7 -0.2 -0.207
C -2.0177 2.1388 -2.3056 -1.1 -1.4 -3.9 0.685
N -1.9121 0.3203 4.5415 2.0 0.4 -2.2 -0.469
H -0.1458 -0.9654 4.4591 -0.3 0.4 -0.5 0.259
H -1.8884 3.4924 -0.8875 0.2 0.1 0.2 0.410
C -2.3414 1.3232 3.6835 -0.5 0.1 -0.8 -0.061
C -2.3810 3.2938 -3.2348 0.2 -1.6 -0.6 -0.715
N 3.1817 -1.8896 0.5883 -0.7 0.1 -1.1 -0.587


5.
43
Properties=species:S:1:pos:R:3:forces:R:3:mulliken_spin:R:1 method="wB97M-V/def2-TZVPD" largest_force_ev_per_a=2.89 spin_multiplicity=3 lumo_ev="0.41 / -0.83"
C 1.9145 0.3846 -1.0562 0.7 0.7 -0.3 -0.075
H 3.3166 1.4116 -2.3548 -0.3 0.1 0.5 0.000
C 1.2111 1.5502 0.9265 0.4 0.3 -0.2 -0.124
H 0.8408 0.7976 2.8714 0.1 -0.1 0.0 -0.004
H 3.3403 3.5021 -0.9403 -0.5 -0.7 0.3 0.000
H -1.3980 1.0139 3.1230 0.3 0.3 -0.4 0.000
H -0.6012 -2.3699 -0.0003 2.0 -1.2 0.8 0.060
P 0.0619 -1.3569 -1.6975 -0.4 2.4 -1.6 0.151
H -3.0637 -0.8654 0.8035 -0.1 0.2 0.0 0.005
C -1.0407 1.4684 2.1844 -0.7 -0.2 -0.5 0.007
H -2.1877 0.6582 -0.9246 0.0 0.2 0.1 -0.001
H 0.5802 -3.6971 -1.9581 -0.1 0.1 -0.1 -0.007
H -2.6034 2.1268 0.0105 0.1 -0.2 0.1 0.003
H -1.1013 -3.3221 -2.3966 0.2 0.0 -0.1 0.001
H -1.5288 2.4591 2.0766 0.2 -0.4 0.0 0.001
H -0.2567 -0.5187 -3.8849 -0.3 0.2 -0.1 0.004
H 0.6850 2.5478 2.7504 0.1 -0.2 -0.1 -0.002
C 2.7225 2.6326 -0.6391 0.8 -0.3 -0.8 -0.011
H -3.6292 0.6357 1.5956 0.1 0.0 0.0 0.002
H -0.9110 1.8368 -0.5034 -0.2 -0.1 0.0 -0.001
H 0.2270 -2.9031 -3.5239 -0.1 -0.1 0.3 0.001
N -1.5471 0.5834 1.0690 -0.3 0.1 0.2 0.031
H 2.0484 3.5427 1.2168 0.0 -1.0 -0.8 0.001
C -1.8324 1.3574 -0.1602 0.1 0.0 0.3 0.001
C 0.4798 1.6002 2.2353 -0.1 0.3 0.4 0.026
C -0.7138 -0.2883 -2.9152 0.0 0.0 -1.0 0.038
H 0.1337 -2.3157 4.2752 0.0 -0.2 0.2 0.006
C 1.1457 0.4196 0.1018 0.4 0.2 0.0 0.349
C 1.8114 -0.8477 -1.8953 -0.5 -0.5 0.0 0.013
C -0.0638 -2.9698 -2.4650 -0.1 -0.7 -0.3 0.019
H -2.6167 -0.5528 2.4910 -0.1 0.1 -0.3 0.001
H 2.4084 -1.6720 -1.5236 0.4 -0.1 0.2 -0.004
C 2.7160 1.4719 -1.4340 -0.1 0.3 0.0 0.011
H 2.0276 -0.7300 -2.9548 0.2 0.2 -0.1 0.000
H -0.5331 0.7612 -2.6815 0.0 -0.1 0.0 -0.003
C 2.0120 2.6395 0.5429 -0.5 0.8 1.0 0.017
O 0.2580 -3.4897 2.6342 -0.3 1.6 0.2 0.005
O -0.0485 -1.2125 2.6598 -0.3 -0.4 -1.3 0.076
H -1.7903 -0.4799 -2.9565 0.1 0.1 -0.1 0.004
C 0.1181 -2.3776 3.1709 0.2 -1.1 0.0 0.001
C -2.7992 -0.0783 1.5179 0.4 -0.3 0.0 0.010
Ni -0.1524 -0.9705 0.5196 -0.7 1.2 2.3 1.327
H 0.3601 -2.3833 0.0896 -1.1 -1.7 1.1 0.060


6.
52
Properties=species:S:1:pos:R:3:forces:R:3:nbo_charge:R:1 method="wB97M-V/def2-TZVPD" largest_force_ev_per_a=0.84 charge=-1 lumo_ev=2.56
H 3.2723 -2.5736 0.0079 0.0 -0.2 0.0 0.160
C -4.8894 0.2568 1.2993 0.0 -0.1 -0.1 0.695
H -1.4814 -1.2591 -0.3901 0.0 0.0 0.0 0.245
H 5.2121 -1.2980 3.9297 0.0 0.0 0.1 0.192
H -1.7279 -1.3063 1.3525 0.0 -0.1 0.0 0.222
C -0.4104 4.3261 -4.4192 -0.2 0.3 0.0 -0.077
H 3.5817 -1.4867 4.5872 -0.1 -0.1 0.0 0.191
H -0.5912 -3.9772 1.0232 -0.1 -0.2 0.1 0.198
H -0.4289 -2.7483 2.2755 -0.2 -0.1 0.2 0.205
H 3.9473 -1.9802 2.9224 0.0 -0.1 0.0 0.202
C -1.7461 4.0768 -3.7540 0.0 -0.1 0.1 -0.637
H -3.9593 -0.9131 -0.7179 -0.1 0.1 0.1 0.194
C 0.4674 2.1878 -4.8306 -0.1 0.1 0.0 0.698
H 2.2736 -1.8831 -1.2877 0.1 -0.2 -0.1 0.172
F 1.2660 -0.0298 -4.8287 0.0 -0.1 0.0 -0.308
C 2.4660 -1.8681 -0.2105 -0.2 0.8 0.1 -0.589
H -0.5072 4.4032 -5.5017 0.0 -0.1 0.0 0.193
H 4.3927 0.4543 0.1110 0.1 0.0 -0.1 -0.428
F 2.7357 1.5582 -4.7879 0.1 0.0 0.0 -0.318
H -3.6241 -2.4167 0.1410 -0.1 0.0 0.1 0.191
C -3.5455 -1.3329 0.1979 0.3 -0.2 -0.3 -0.078
O 1.2195 -2.3053 0.4110 0.0 -0.2 -0.2 -0.586
F 1.7484 1.3414 2.7691 -0.1 0.0 -0.1 -0.432
O -0.2635 1.9799 -5.7565 0.0 0.0 0.0 -0.563
C 1.3851 -3.2902 1.3791 0.1 0.0 0.3 -0.042
C 0.0061 -3.6656 1.8812 0.2 0.4 -0.4 -0.619
H 0.0485 5.2396 -4.0474 0.1 -0.1 0.0 0.194
F -6.9571 -0.1645 2.3595 -0.1 -0.1 0.0 -0.319
C 1.5277 1.1798 -4.3366 -0.2 0.1 -0.1 0.899
O -4.7503 1.1006 0.4634 0.0 0.0 0.0 -0.547
F -6.0310 1.7525 2.7330 0.0 0.1 0.0 -0.304
H 1.8775 -0.6854 2.7597 -0.2 0.1 0.0 0.135
H 4.6020 0.5645 2.6032 0.0 0.2 0.0 0.198
H 3.6121 0.8202 4.0555 0.2 0.1 0.0 0.192
H -1.6197 3.9719 -2.6768 0.0 0.0 0.0 0.227
H 1.9212 -4.1641 0.9781 0.0 0.0 -0.1 0.142
Al 2.8263 0.0763 0.3549 -0.2 -0.2 0.3 1.067
O -4.3952 -0.9644 1.3147 -0.1 0.0 0.0 -0.478
H 1.9763 -2.9181 2.2293 0.1 0.0 -0.1 0.152
C -2.1160 -0.9037 0.4204 -0.1 0.3 0.2 -0.641
F 1.5508 1.1254 -3.0202 0.1 -0.1 0.0 -0.273
F -5.2222 -0.0286 3.6476 0.0 0.0 0.1 -0.307
C -5.7830 0.4619 2.5424 0.1 0.0 -0.1 0.896
C 2.4722 0.1567 2.3863 0.6 0.0 -0.1 -0.236
H 1.8309 1.0908 -0.4041 -0.1 0.0 0.0 -0.414
H -2.4210 4.9104 -3.9490 0.0 0.0 0.0 0.213
O 0.5264 3.2847 -4.0931 0.1 0.0 0.0 -0.470
C 3.7773 0.1663 3.1944 -0.3 -0.2 0.1 -0.444
H -2.2050 3.1642 -4.1325 0.0 0.0 0.0 0.222
H 0.0374 -4.4365 2.6477 0.0 -0.1 0.0 0.196
H -2.0338 0.1818 0.4751 0.0 0.0 -0.1 0.225
C 4.1488 -1.2326 3.6911 0.2 0.2 -0.1 -0.605


Table of energy above the lowest of the compared OMol25 structures with the same formula, charge and spin (eV), in record order: 3.089 4.315 0.000 0.000 0.139 0.000
Table of E_tot (hartree), in record order: -13532.8082 -807.7577 -3555.1705 -1047.2315 -2602.6281 -1866.1771
Table of M (g mol⁻¹), in record order: 800.3 252.4 650.0 310.4 328.0 433.3